ORCA calculation (ωB97M-V/def2-TZVPD) on C4H13NSi2 as an isolated structure.

Values from the calculation:
E_LUMO: 0.910 eV
E: -21604.1615 eV
Energy relative to the best compared isomer or geometry (same formula, charge and spin): 24.99 kJ/mol
HOMO-LUMO gap: 9.418 eV
HOMO level: -8.51 eV

Atoms and positions in Å:
1 C 1.889 1.321 0.016
2 C 0.435 1.931 0.230
3 C -0.224 -2.272 0.106
4 C -2.515 0.171 0.070
5 N 0.189 -0.860 -0.075
6 Si 1.875 -0.558 0.069
7 Si -0.762 0.585 -0.640
8 H 2.225 1.423 -0.989
9 H 2.557 2.050 0.576
10 H 0.172 2.098 1.246
11 H 0.436 2.840 -0.281
12 H 0.555 -2.744 0.702
13 H -1.091 -2.106 0.806
14 H -0.573 -2.877 -0.796
15 H -3.390 0.664 -0.395
16 H -2.639 -0.927 0.160
17 H -2.475 0.456 1.081
18 H 2.508 -0.957 -1.267
19 H 2.291 -1.072 1.383
20 H -0.501 0.601 -2.129

---

ORCA calculation (ωB97M-V/def2-TZVPD) on a 2-piece molecular cluster, C2H7O overall.

Values from the calculation:
Charge: -1
E_LUMO: 4.178 eV
E: -4233.8263 eV
Energy relative to the best compared isomer or geometry (same formula, charge and spin): 45.60 kJ/mol
HOMO-LUMO gap: 6.171 eV
HOMO level: -1.99 eV

Atoms and positions in Å:
1 O -0.412 -2.437 0.753
2 H 0.260 -2.910 0.293
3 C 0.452 0.568 -0.494
4 C -0.119 1.954 -0.180
5 H -0.119 -0.103 -1.153
6 H 1.382 0.576 -1.139
7 H 0.645 -0.082 0.407
8 H -0.592 2.377 -1.150
9 H 0.693 2.653 0.164
10 H -0.967 1.852 0.600

---

ORCA calculation (ωB97M-V/def2-TZVPD) on one molecule with the formula C11H11NO.

Values from the calculation:
E_LUMO: 0.150 eV
E: -15121.2218 eV
SMILES string: CCc1ccc(O)c2ncccc12
Energy relative to the best compared isomer or geometry (same formula, charge and spin): 168.51 kJ/mol
HOMO-LUMO gap: 8.216 eV
HOMO level: -8.07 eV

Atoms and positions in Å:
1 C 3.200 0.181 0.910
2 C 2.772 -0.059 -0.510
3 C 1.353 -0.522 -0.415
4 C 0.915 -1.820 -0.279
5 C -0.371 -2.348 -0.123
6 C -1.314 -1.422 0.070
7 C -1.002 -0.032 -0.015
8 C -1.931 2.067 0.036
9 C -0.639 2.696 -0.063
10 C 0.492 1.858 -0.223
11 C 0.303 0.502 -0.165
12 H 2.723 1.211 1.212
13 H 4.299 0.354 1.105
14 H 2.760 -0.730 1.542
15 H 3.073 0.653 -1.336
16 H 3.526 -0.795 -0.774
17 H 1.644 -2.697 -0.271
18 H -0.752 -3.393 0.120
19 H -3.109 -0.964 0.127
20 H -2.900 2.595 0.101
21 H -0.406 3.759 0.266
22 H 1.537 2.270 -0.079
23 N -2.086 0.828 0.000
24 O -2.558 -1.833 0.332

---

ORCA calculation (ωB97M-V/def2-TZVPD) on C31H25LuN8O3S3 as an isolated structure.

Values from the calculation:
E_LUMO: -0.579 eV
E: -116750.5071 eV
Energy relative to the best compared isomer or geometry (same formula, charge and spin): 0.00 kJ/mol
HOMO-LUMO gap: 6.719 eV
HOMO level: -7.30 eV

Atoms and positions in Å:
1 Lu -0.362 0.143 0.399
2 S 0.518 -7.613 -1.012
3 N -0.666 -6.612 -1.466
4 C -0.273 -5.386 -1.178
5 C -1.029 -4.181 -1.409
6 C -2.273 -4.151 -2.044
7 C -2.881 -2.932 -2.228
8 C -2.259 -1.780 -1.744
9 N -1.097 -1.791 -1.113
10 C -0.471 -2.967 -0.970
11 C 0.873 -2.916 -0.394
12 N 1.353 -1.700 -0.099
13 C 2.622 -1.600 0.265
14 C 3.465 -2.700 0.420
15 C 2.966 -3.961 0.181
16 C 1.643 -4.082 -0.255
17 C 1.031 -5.337 -0.608
18 N 1.590 -6.526 -0.481
19 H -2.724 -5.075 -2.377
20 H -3.836 -2.853 -2.725
21 H -2.707 -0.806 -1.874
22 H 2.970 -0.588 0.423
23 H 4.490 -2.553 0.727
24 H 3.574 -4.847 0.298
25 S -1.416 2.708 0.706
26 C -2.903 1.832 0.610
27 C -4.178 2.427 0.661
28 C -5.290 1.622 0.652
29 C -5.144 0.233 0.606
30 C -3.864 -0.283 0.543
31 N -2.778 0.492 0.519
32 H -4.259 3.502 0.720
33 H -6.278 2.064 0.694
34 H -5.997 -0.427 0.627
35 H -3.689 -1.351 0.531
36 C 5.439 4.101 -0.583
37 O 4.538 4.459 -1.602
38 C 3.381 3.772 -1.685
39 C 2.527 4.190 -2.723
40 C 1.333 3.555 -2.891
41 C 0.905 2.488 -2.070
42 C -0.347 1.836 -2.329
43 C -1.340 2.370 -3.340
44 O -0.718 0.810 -1.721
45 C 1.767 2.084 -0.994
46 O 1.478 1.164 -0.142
47 C 3.015 2.752 -0.846
48 H 6.287 4.773 -0.692
49 H 5.775 3.065 -0.695
50 H 4.986 4.235 0.405
51 H 2.840 5.001 -3.363
52 H 0.695 3.885 -3.696
53 H -0.926 2.969 -4.143
54 H -2.041 2.989 -2.773
55 H -1.894 1.530 -3.753
56 H 3.636 2.431 -0.017
57 S -2.581 -3.928 1.942
58 C -1.695 -2.571 1.870
59 N -1.055 -1.595 1.753
60 C -1.584 1.461 3.732
61 C -0.129 1.185 3.676
62 N 0.528 0.659 2.661
63 C 1.831 0.526 3.072
64 C 1.955 0.952 4.356
65 N 0.705 1.383 4.723
66 H -2.104 0.731 3.112
67 H -1.809 2.455 3.347
68 H -1.952 1.367 4.755
69 H 2.599 0.150 2.417
70 H 2.798 1.009 5.019
71 H 0.433 1.752 5.613

---

ORCA calculation (ωB97M-V/def2-TZVPD) on a 9-piece molecular cluster, C33H48O27 overall.

Values from the calculation:
Charge: -1
Expectation value of S²: 0.751
E_LUMO (spin up / spin down): 1.932 / 1.891 eV
E: -90280.1826 eV
HOMO-LUMO gap (spin up / spin down): 1.885 / 10.562 eV
2S+1: 2
HOMO level (spin up / spin down): 0.05 / -8.67 eV

Atoms and positions in Å:
1 C -4.548 0.316 1.650
2 C -4.568 -0.350 0.316
3 O -4.869 0.662 -0.557
4 C -5.409 1.752 0.117
5 O -6.038 2.656 -0.393
6 O -5.219 1.542 1.419
7 H -3.547 0.496 2.043
8 H -5.064 -0.302 2.384
9 H -5.290 -1.164 0.245
10 H -3.591 -0.616 -0.089
11 C -0.756 -5.411 -3.677
12 C -2.261 -5.424 -3.160
13 O -2.073 -4.856 -1.878
14 C -0.810 -4.616 -1.590
15 O -0.429 -4.276 -0.447
16 O 0.044 -4.844 -2.653
17 H -0.833 -4.903 -4.638
18 H -0.378 -6.397 -3.949
19 H -2.729 -6.406 -3.090
20 H -2.860 -4.733 -3.752
21 C 0.672 -0.799 -0.918
22 C -0.853 -1.008 -0.558
23 O -0.886 -0.357 0.648
24 C 0.264 0.113 1.088
25 O 0.417 0.840 2.100
26 O 1.213 -0.280 0.244
27 H 0.831 -0.130 -1.764
28 H 1.124 -1.745 -1.215
29 H -1.089 -2.069 -0.488
30 H -1.554 -0.486 -1.209
31 C 1.101 4.007 1.026
32 C 1.281 5.438 1.637
33 C 1.665 6.574 0.746
34 O 0.417 7.135 0.410
35 C -0.501 6.696 1.298
36 O -1.599 7.293 1.485
37 O 0.020 5.796 2.083
38 H 2.064 3.638 0.673
39 H 0.506 3.882 0.122
40 H 0.636 3.336 1.749
41 H 2.052 5.278 2.391
42 H 1.985 6.221 -0.234
43 H 2.260 7.344 1.237
44 C -3.296 1.516 -5.718
45 C -3.060 2.083 -4.358
46 C -3.551 1.225 -3.207
47 O -2.547 1.424 -2.192
48 C -1.480 2.052 -2.708
49 O -0.419 2.252 -2.151
50 O -1.703 2.303 -4.072
51 H -2.916 2.158 -6.512
52 H -4.329 1.196 -5.856
53 H -2.678 0.622 -5.786
54 H -3.460 3.095 -4.286
55 H -3.488 0.149 -3.369
56 H -4.566 1.611 -3.113
57 C 4.441 -0.024 1.824
58 C 4.494 1.264 2.619
59 C 3.428 1.449 3.710
60 O 4.093 1.807 4.833
61 C 5.388 1.673 4.686
62 O 6.252 1.958 5.507
63 O 5.599 1.165 3.468
64 H 3.565 -0.027 1.175
65 H 4.428 -0.760 2.627
66 H 5.317 -0.151 1.189
67 H 4.671 2.189 2.070
68 H 2.862 0.520 3.774
69 H 2.823 2.326 3.482
70 C 0.511 3.486 4.823
71 C -0.788 3.015 5.463
72 C -1.950 3.264 4.482
73 O -2.472 1.987 4.123
74 C -1.814 1.027 4.888
75 O -2.169 -0.101 4.831
76 O -0.837 1.597 5.643
77 H 1.351 2.986 5.305
78 H 0.621 4.566 4.920
79 H 0.673 3.323 3.757
80 H -0.940 3.586 6.380
81 H -1.713 3.765 3.543
82 H -2.802 3.871 4.786
83 C 2.472 -3.109 -5.559
84 C 1.547 -2.507 -4.473
85 C 1.496 -0.919 -4.500
86 O 0.181 -0.602 -4.208
87 C -0.575 -1.602 -4.571
88 O -1.791 -1.588 -4.627
89 O 0.205 -2.684 -4.815
90 H 2.390 -4.185 -5.404
91 H 3.504 -2.924 -5.260
92 H 2.350 -2.763 -6.585
93 H 1.619 -2.845 -3.439
94 H 1.866 -0.510 -5.440
95 H 2.166 -0.749 -3.657
96 C 1.959 -3.293 1.533
97 C 2.278 -4.764 2.071
98 C 2.477 -5.720 0.899
99 O 1.455 -6.651 1.112
100 C 0.693 -6.406 2.144
101 O -0.278 -7.074 2.495
102 O 1.200 -5.338 2.847
103 H 2.483 -3.080 0.601
104 H 2.180 -2.646 2.383
105 H 0.892 -3.095 1.432
106 H 3.173 -4.819 2.690
107 H 3.456 -6.197 0.946
108 H 2.263 -5.222 -0.047

---

ORCA calculation (ωB97M-V/def2-TZVPD) on C27H24N6RhSSe2 as an isolated structure.

Values from the calculation:
Charge: +1
E_LUMO: -3.885 eV
E: -181861.4192 eV
Energy relative to the best compared isomer or geometry (same formula, charge and spin): 13.13 kJ/mol
HOMO-LUMO gap: 5.777 eV
HOMO level: -9.66 eV

Atoms and positions in Å:
1 Rh 0.444 -0.094 0.300
2 N -1.383 -1.946 3.656
3 C -0.970 -1.612 2.424
4 S -1.065 0.107 2.007
5 N -0.594 -2.547 1.613
6 N -0.061 -2.016 0.446
7 C -0.279 -2.609 -0.673
8 C -1.203 -3.752 -0.874
9 C -1.212 -4.860 -0.029
10 C -2.125 -5.881 -0.238
11 C -3.047 -5.797 -1.275
12 C -3.048 -4.693 -2.115
13 C -2.123 -3.678 -1.920
14 C 0.459 -2.029 -1.838
15 C 0.610 -2.706 -3.034
16 C 1.352 -2.123 -4.050
17 C 1.928 -0.883 -3.840
18 C 1.745 -0.271 -2.613
19 N 1.028 -0.833 -1.635
20 H -1.664 -1.236 4.306
21 H -1.331 -2.905 3.953
22 H -0.498 -4.926 0.778
23 H -2.121 -6.744 0.415
24 H -3.765 -6.593 -1.427
25 H -3.767 -4.620 -2.920
26 H -2.138 -2.811 -2.571
27 H 0.159 -3.679 -3.159
28 H 1.481 -2.639 -4.992
29 H 2.516 -0.395 -4.604
30 H 2.179 0.697 -2.404
31 Se 2.099 0.061 2.003
32 C 3.817 -0.235 1.202
33 C 4.899 -0.135 2.070
34 C 6.190 -0.329 1.595
35 C 6.414 -0.628 0.259
36 C 5.332 -0.739 -0.600
37 C 4.039 -0.544 -0.128
38 H 4.740 0.094 3.117
39 H 7.025 -0.249 2.279
40 H 7.422 -0.774 -0.107
41 H 5.493 -0.982 -1.644
42 H 3.205 -0.651 -0.788
43 C 0.023 5.445 -0.220
44 N -1.006 4.526 0.254
45 C -0.985 3.189 0.168
46 Se 0.368 2.188 -0.685
47 N -2.113 2.725 0.716
48 C -2.887 3.780 1.193
49 C -4.118 3.814 1.831
50 C -4.607 5.065 2.156
51 C -3.890 6.236 1.858
52 C -2.666 6.192 1.217
53 C -2.188 4.932 0.888
54 H 0.928 4.884 -0.426
55 H 0.223 6.180 0.557
56 H -0.312 5.947 -1.126
57 H -2.300 1.738 0.833
58 H -4.667 2.911 2.063
59 H -5.566 5.145 2.649
60 H -4.305 7.194 2.138
61 H -2.112 7.093 0.990

---

ORCA calculation (ωB97M-V/def2-TZVPD) on a 8-piece molecular cluster, C29H36Cl3F21O14 overall.

Values from the calculation:
Charge: +1
Expectation value of S²: 0.758
E_LUMO (spin up / spin down): -5.303 / -10.342 eV
E: -153944.4400 eV
HOMO-LUMO gap (spin up / spin down): 7.631 / 2.592 eV
2S+1: 2
HOMO level (spin up / spin down): -12.93 / -12.93 eV

Atoms and positions in Å:
1 C 1.320 -7.610 4.678
2 C 2.176 -6.652 3.835
3 O 1.263 -5.726 3.312
4 C 1.004 -4.645 4.010
5 O 1.118 -4.599 5.277
6 C 0.383 -3.494 3.207
7 F -0.237 -3.908 2.091
8 F -0.504 -2.828 3.948
9 F 1.356 -2.609 2.847
10 H 0.818 -7.033 5.455
11 H 1.943 -8.275 5.276
12 H 0.545 -8.140 4.126
13 H 2.826 -7.124 3.099
14 H 2.849 -6.126 4.512
15 C 2.016 -4.315 -4.360
16 C 1.133 -4.589 -3.240
17 O 1.785 -4.112 -2.021
18 C 2.520 -4.910 -1.278
19 O 2.720 -6.078 -1.593
20 C 3.065 -4.274 0.045
21 F 2.849 -5.084 1.052
22 F 4.403 -4.176 -0.104
23 F 2.588 -3.021 0.253
24 H 1.656 -4.643 -5.335
25 H 2.954 -4.870 -4.363
26 H 2.310 -3.269 -4.451
27 H 0.871 -5.638 -3.104
28 H 0.158 -4.101 -3.278
29 C -2.716 2.706 -2.598
30 C -3.933 1.991 -3.194
31 O -4.819 1.293 -2.279
32 C -4.707 -0.042 -2.044
33 O -3.980 -0.806 -2.769
34 C -5.649 -0.588 -0.968
35 F -6.718 0.273 -0.761
36 F -6.146 -1.728 -1.372
37 F -4.963 -0.885 0.136
38 H -2.569 3.490 -3.341
39 H -1.822 2.082 -2.584
40 H -2.951 3.015 -1.579
41 H -3.654 1.267 -3.960
42 H -4.553 2.597 -3.854
43 C 1.443 8.742 0.673
44 C 2.765 8.029 0.928
45 O 2.570 6.762 1.408
46 C 2.466 6.515 2.772
47 O 2.827 7.329 3.612
48 C 1.917 5.120 3.157
49 F 0.780 5.389 3.814
50 F 1.618 4.489 2.005
51 F 2.883 4.459 3.910
52 H 1.674 9.653 0.120
53 H 0.834 8.967 1.548
54 H 0.831 8.093 0.046
55 H 3.461 8.545 1.588
56 H 3.273 7.874 -0.024
57 C 1.315 0.983 -4.088
58 C 0.463 0.119 -5.076
59 O -0.781 0.729 -5.542
60 C -1.133 0.661 -6.891
61 O -0.447 0.133 -7.736
62 C -2.461 1.385 -7.280
63 F -2.249 2.219 -8.325
64 F -3.350 0.559 -7.818
65 F -3.040 2.084 -6.258
66 H 1.806 1.826 -4.573
67 H 2.076 0.353 -3.627
68 H 0.719 1.419 -3.286
69 H 0.103 -0.745 -4.516
70 H 1.005 -0.311 -5.918
71 C -5.682 0.801 4.617
72 C -4.848 0.104 3.534
73 O -3.503 0.374 3.692
74 C -3.019 1.569 3.384
75 O -3.755 2.495 2.974
76 C -1.504 1.786 3.641
77 F -0.845 0.628 3.851
78 F -0.972 2.351 2.549
79 F -1.414 2.586 4.680
80 H -6.744 0.699 4.394
81 H -5.459 1.868 4.622
82 H -5.491 0.454 5.632
83 H -5.171 0.318 2.515
84 H -5.072 -0.962 3.578
85 C 2.086 1.334 0.373
86 C 1.927 -0.176 0.471
87 O 0.557 -0.486 0.703
88 C -0.377 -0.469 -0.300
89 O -0.142 -0.287 -1.501
90 C -1.856 -0.610 0.186
91 F -2.459 0.538 -0.155
92 F -2.348 -1.624 -0.496
93 F -1.948 -0.825 1.490
94 H 3.136 1.622 0.324
95 H 1.752 1.866 1.264
96 H 1.586 1.817 -0.467
97 H 2.345 -0.465 1.436
98 H 2.403 -0.642 -0.392
99 C 6.940 -0.295 1.222
100 Cl 7.414 0.603 -0.282
101 Cl 5.246 0.109 1.696
102 Cl 8.120 0.062 2.477
103 H 7.021 -1.341 0.927

---

ORCA calculation (ωB97M-V/def2-TZVPD) on one molecule with the formula C6H12O.

Values from the calculation:
E_LUMO: 0.987 eV
E: -8462.9864 eV
SMILES string: CC(C)[C@H]1C[C@H]1O
Energy relative to the best compared isomer or geometry (same formula, charge and spin): 131.95 kJ/mol
HOMO-LUMO gap: 10.650 eV
HOMO level: -9.66 eV

Atoms and positions in Å:
1 C -0.297 0.711 1.504
2 C -0.116 0.866 -0.010
3 C -1.343 1.570 -0.598
4 C 0.161 -0.423 -0.797
5 C 1.566 -0.944 -0.984
6 C 0.570 -1.778 -0.259
7 O 0.826 -2.007 1.095
8 H 0.532 0.168 1.965
9 H -0.360 1.699 1.973
10 H -1.234 0.184 1.734
11 H 0.748 1.527 -0.166
12 H -1.479 2.561 -0.152
13 H -2.252 0.986 -0.405
14 H -1.249 1.697 -1.682
15 H -0.462 -0.512 -1.687
16 H 1.915 -1.238 -1.970
17 H 2.322 -0.492 -0.345
18 H 0.162 -2.642 -0.787
19 H -0.010 -1.932 1.570

---

ORCA calculation (ωB97M-V/def2-TZVPD) on a 15-piece molecular cluster, C5H43N2O14 overall.

Values from the calculation:
Expectation value of S²: 0.751
E_LUMO (spin up / spin down): -0.291 / -0.383 eV
E: -37523.9319 eV
Energy relative to the best compared isomer or geometry (same formula, charge and spin): 213.90 kJ/mol
HOMO-LUMO gap (spin up / spin down): 2.120 / 8.981 eV
2S+1: 2
HOMO level (spin up / spin down): -2.41 / -9.36 eV

Atoms and positions in Å:
1 N 0.657 -1.381 0.059
2 C -0.532 -0.520 -0.050
3 C -1.751 -0.962 0.809
4 N -1.564 -2.342 1.281
5 C -2.395 -3.295 0.548
6 C -2.149 -3.262 -0.960
7 C -1.588 -2.575 2.708
8 H 1.223 -1.383 -0.792
9 H 1.241 -1.132 0.881
10 H 0.417 -2.355 0.246
11 H -0.271 0.523 0.086
12 H -0.789 -0.523 -1.110
13 H -2.557 -0.927 0.076
14 H -1.903 -0.264 1.629
15 H -3.469 -3.069 0.676
16 H -2.270 -4.326 0.887
17 H -2.767 -2.480 -1.437
18 H -1.148 -3.014 -1.312
19 H -2.537 -4.106 -1.522
20 H -2.517 -3.017 3.104
21 H -1.474 -1.646 3.270
22 H -0.798 -3.286 2.971
23 H 0.940 1.034 -2.639
24 H -0.283 1.787 -3.126
25 O -0.036 1.003 -2.618
26 H 1.522 -2.505 -2.835
27 H 1.740 -3.980 -2.413
28 O 1.233 -3.191 -2.185
29 H 1.177 3.817 -2.988
30 H 0.361 4.348 -1.935
31 O 0.296 4.205 -2.887
32 H -4.086 1.471 2.252
33 H -3.400 2.256 1.141
34 O -3.235 1.866 2.017
35 H 1.293 -5.046 -1.007
36 H 0.347 -4.253 0.014
37 O 1.059 -4.881 -0.098
38 H 2.524 -1.466 -4.254
39 H 1.024 -1.208 -4.612
40 O 1.671 -1.150 -3.897
41 H -1.917 3.476 -0.682
42 H -2.926 2.403 -1.081
43 O -2.307 2.647 -0.383
44 H 2.846 -0.733 -2.033
45 H 3.159 0.608 -2.912
46 O 2.727 0.215 -2.149
47 H 1.020 3.763 -0.247
48 H 2.411 3.857 0.143
49 O 1.908 3.815 -0.677
50 H 1.334 2.486 4.006
51 H 2.520 1.911 3.227
52 O 2.141 2.747 3.544
53 H -1.801 3.258 1.573
54 H -2.159 3.421 2.984
55 O -1.796 3.939 2.255
56 H 2.970 -0.214 0.974
57 H 3.235 -1.595 1.548
58 O 3.091 -1.136 0.708
59 H 1.423 1.892 1.455
60 H 2.650 1.818 0.637
61 O 2.230 1.349 1.375
62 H 1.446 3.925 2.134
63 H -0.118 3.677 2.086
64 O 0.709 3.702 1.537